Molecular formula: C17H14Cl2LuO2
Method: DFT, the ωB97M-V functional and the def2-TZVPD basis

Orbital gap, eV: 4.1
Energy relative to the best compared isomer or geometry (same formula, charge and spin), kcal per mole: 0.0
2S+1: 1
Lowest unoccupied orbital energy, hartree: 0.0573
Charge: -1
Highest occupied orbital energy, eV: -2.49

The geometry in XYZ format:
```
36
C17H14Cl2LuO2 (the ωB97M-V functional and the def2-TZVPD basis)
C -1.20806 1.86683 -0.75727
C -1.64428 0.52310 -0.99261
C -0.73898 -0.09673 -1.90975
H -2.49916 0.04868 -0.51824
C 0.23989 0.88398 -2.28687
C -0.03605 2.08121 -1.55201
H 0.43227 3.04512 -1.76114
H -1.78646 2.64429 -0.23631
H -0.81085 -1.10740 -2.29718
H 0.92674 0.81002 -3.13731
Lu 0.47804 0.31317 0.14242
Cl -0.75369 -0.30850 2.15578
C -0.70404 -5.00180 0.63850
C -0.09814 -5.16318 -0.64916
C -1.12049 -5.01509 -1.64107
H 0.95099 -5.38362 -0.84107
C -2.35849 -4.76404 -0.96640
C -2.10118 -4.75633 0.44248
H -2.84292 -4.61152 1.22691
H -0.19677 -5.07454 1.59948
H -0.98631 -5.10165 -2.71856
H -3.32951 -4.62757 -1.44105
Cl 8.63995 2.55944 1.33963
C 7.00012 2.19003 1.02581
C 6.03287 3.20725 1.03251
C 4.69385 2.87131 0.81423
C 4.35291 1.54230 0.57134
C 5.32130 0.53941 0.49846
C 6.65157 0.85958 0.74252
C 2.93783 1.16075 0.41293
O 1.93638 1.92445 0.72919
O 2.63866 -0.01292 -0.07700
H 6.34346 4.23851 1.19126
H 3.90779 3.62936 0.78118
H 5.00795 -0.46297 0.21173
H 7.40654 0.07710 0.68294
```

Computed Mulliken charges, given in elementary charges:
1 C -0.425
2 C -0.667
3 C -0.789
4 H 0.479
5 C -0.277
6 C -0.489
7 H 0.420
8 H 0.397
9 H 0.569
10 H 0.424
11 Lu 1.297
12 Cl -0.626
13 C -0.533
14 C -0.597
15 C -0.547
16 H 0.375
17 C -0.542
18 C -0.539
19 H 0.355
20 H 0.371
21 H 0.380
22 H 0.359
23 Cl -0.212
24 C 0.445
25 C -0.572
26 C -0.309
27 C 0.016
28 C -0.358
29 C -0.579
30 C 1.171
31 O -0.770
32 O -0.851
33 H 0.390
34 H 0.410
35 H 0.441
36 H 0.384


Molecular formula: H4O2
Method: DFT, the ωB97M-V functional and the def2-TZVPD basis

Orbital gap, eV: 10.7
Energy relative to the best compared isomer or geometry (same formula, charge and spin), kcal per mole: 26.8
2S+1: 1
Lowest unoccupied orbital energy, hartree: 0.0179
Charge: 0
Highest occupied orbital energy, eV: -10.22

The geometry in XYZ format:
```
6
H4O2 (the ωB97M-V functional and the def2-TZVPD basis)
O 1.13835 -0.35606 -0.80226
H 0.93710 -0.01270 0.06827
H 0.36064 -0.15811 -1.32401
O -0.46538 0.14534 0.50860
H -1.22754 -0.42469 0.40653
H -0.74319 0.80620 1.14289
```

Computed Mulliken charges, given in elementary charges:
1 O -0.673
2 H 0.381
3 H 0.306
4 O -0.607
5 H 0.295
6 H 0.300


Molecular formula: C29H65N7O9
Method: DFT, the ωB97M-V functional and the def2-TZVPD basis

Orbital gap, eV: 9.2
Energy relative to the best compared isomer or geometry (same formula, charge and spin), kcal per mole: 62.3
2S+1: 1
Lowest unoccupied orbital energy, hartree: 0.0095
Charge: 0
Highest occupied orbital energy, eV: -8.98

The geometry in XYZ format:
```
110
C29H65N7O9 (the ωB97M-V functional and the def2-TZVPD basis)
C -8.38199 -25.42394 -10.71594
C -9.02657 -24.30863 -11.50099
C -8.04300 -23.96156 -12.56088
O -6.80478 -24.60984 -12.22527
C -6.91379 -25.02840 -10.85786
H -8.41902 -26.37756 -11.24224
H -8.71475 -25.39349 -9.67908
H -9.19514 -23.43166 -10.87545
H -9.96637 -24.66395 -11.92368
H -8.01069 -22.88856 -12.75387
H -8.37447 -24.43300 -13.48776
H -6.64165 -24.13755 -10.28659
H -6.16668 -25.79929 -10.67212
C -9.92878 -24.62148 -6.90860
C -10.95810 -24.86489 -5.75875
C -10.04669 -25.09453 -4.54676
O -9.01784 -24.18133 -4.74286
C -8.76692 -23.96344 -6.15684
H -10.38233 -24.05038 -7.71890
H -9.57736 -25.54402 -7.37200
H -11.61726 -25.69312 -6.01704
H -11.52545 -23.96900 -5.50439
H -9.59822 -26.09078 -4.52596
H -10.59751 -24.96724 -3.61374
H -7.79612 -24.32358 -6.49875
H -8.75009 -22.89485 -6.37612
C -6.05011 -19.72693 -6.22689
C -6.60005 -20.04378 -7.62515
O -5.80286 -19.96191 -8.57278
N -7.85787 -20.45723 -7.69695
C -8.42092 -21.03695 -8.93858
H -5.42819 -20.53276 -5.83389
H -6.80302 -19.54661 -5.45952
H -5.27762 -18.96064 -6.28910
H -8.53223 -20.34268 -6.95696
H -8.85123 -20.30043 -9.61566
H -9.18966 -21.70190 -8.54678
H -7.76568 -21.71550 -9.48354
C -7.21775 -27.56971 -6.06996
C -6.72710 -28.49200 -7.15050
O -6.75525 -28.25114 -8.33898
N -6.21330 -29.62563 -6.72813
C -5.70974 -30.74858 -7.56427
H -6.39665 -27.27610 -5.41479
H -8.07625 -27.87796 -5.47362
H -7.51618 -26.62343 -6.52147
H -6.25191 -29.84278 -5.74376
H -5.50000 -31.63535 -6.96528
H -4.89770 -30.42147 -8.21049
H -6.50528 -31.24518 -8.12302
C -13.42554 -22.92930 -0.38714
C -13.14413 -24.40758 -0.72247
O -12.98543 -24.65705 -1.93842
N -12.90267 -25.24314 0.25215
C -12.51877 -26.64455 0.00871
H -12.62978 -22.29196 -0.77206
H -13.47969 -22.75864 0.68807
H -14.32231 -22.63226 -0.92975
H -12.83702 -24.92048 1.20519
H -11.84759 -26.92711 0.81842
H -12.14932 -26.82506 -0.99926
H -13.42125 -27.25235 0.08673
C -12.16448 -19.98418 -8.79833
C -12.14436 -21.53160 -8.92391
O -11.20229 -22.06492 -9.51743
N -13.30012 -22.16032 -8.71285
C -13.50425 -23.53234 -9.14391
H -11.18376 -19.70871 -8.41261
H -12.92328 -19.53014 -8.15896
H -12.42900 -19.52820 -9.75211
H -14.08934 -21.74628 -8.24202
H -12.92370 -24.28064 -8.60200
H -13.28376 -23.77474 -10.18352
H -14.53546 -23.83139 -8.95692
C -4.66061 -25.26649 -7.49588
C -4.29425 -24.24057 -6.37410
O -4.70327 -24.54571 -5.29351
N -3.62639 -23.11954 -6.73554
C -3.04425 -22.11987 -5.78163
H -4.46133 -24.85080 -8.48512
H -5.74790 -25.32144 -7.44129
H -4.21807 -26.25689 -7.40765
H -3.46229 -23.05108 -7.72804
H -3.22402 -22.24964 -4.71593
H -3.33176 -21.13717 -6.15308
H -1.95719 -22.18954 -5.84201
C -14.65953 -24.02072 -5.65602
C -14.36055 -25.55393 -5.59702
O -14.55020 -26.28849 -6.58511
N -13.84139 -26.07251 -4.48592
C -13.82996 -27.51779 -4.26662
H -15.72795 -23.84583 -5.78010
H -14.01239 -23.48547 -6.34768
H -14.53402 -23.76122 -4.60308
H -13.40737 -25.56761 -3.72632
H -12.80586 -27.87737 -4.38390
H -14.50694 -28.14660 -4.84069
H -14.00129 -27.70336 -3.20510
C -9.32536 -24.68075 -0.16907
C -8.90512 -23.24104 -0.40006
O -8.81537 -22.43343 0.52235
N -8.77409 -22.96856 -1.69829
C -8.50201 -21.68865 -2.28028
H -9.29403 -24.87989 0.90261
H -8.60503 -25.40868 -0.54534
H -10.29869 -25.01044 -0.53240
H -9.25864 -23.59898 -2.32046
H -9.48939 -21.31690 -2.55390
H -7.75072 -21.71534 -3.06950
H -7.97789 -21.08084 -1.54240
```

Mulliken population analysis, charges in e, atoms 1 to 99:
1 C 0.173
2 C 0.007
3 C -0.644
4 O -0.489
5 C -0.154
6 H 0.297
7 H -0.243
8 H -0.169
9 H 0.368
10 H 0.297
11 H 0.325
12 H 0.029
13 H 0.248
14 C -0.003
15 C -0.108
16 C 0.391
17 O -0.328
18 C 0.434
19 H 0.072
20 H 0.068
21 H 0.238
22 H -0.032
23 H -0.097
24 H -0.255
25 H -0.416
26 H -0.013
27 C -0.967
28 C 0.769
29 O -0.667
30 N -0.005
31 C -0.720
32 H 0.002
33 H 0.350
34 H 0.342
35 H 0.297
36 H 0.398
37 H -0.102
38 H 0.300
39 C -0.711
40 C 0.630
41 O -0.618
42 N -0.202
43 C -0.899
44 H 0.420
45 H 0.582
46 H -0.406
47 H 0.253
48 H 0.361
49 H 0.253
50 H 0.304
51 C -1.143
52 C 0.633
53 O -0.695
54 N -0.143
55 C -0.898
56 H 0.230
57 H 0.399
58 H 0.299
59 H 0.238
60 H 0.346
61 H 0.241
62 H 0.333
63 C -1.131
64 C 0.650
65 O -0.583
66 N -0.094
67 C -0.977
68 H 0.196
69 H 0.409
70 H 0.306
71 H 0.288
72 H 0.189
73 H 0.332
74 H 0.407
75 C -0.279
76 C 0.585
77 O -0.646
78 N -0.139
79 C -0.934
80 H 0.332
81 H -0.322
82 H 0.264
83 H 0.205
84 H 0.316
85 H 0.318
86 H 0.345
87 C -0.792
88 C 0.905
89 O -0.715
90 N 0.112
91 C -1.050
92 H 0.421
93 H -0.069
94 H 0.253
95 H 0.119
96 H 0.331
97 H 0.348
98 H 0.337
99 C -0.921


Molecular formula: C4H13N2O2
Method: DFT, the ωB97M-V functional and the def2-TZVPD basis

Orbital gap, eV: 5.1
Energy relative to the best compared isomer or geometry (same formula, charge and spin), kcal per mole: 181.4
2S+1: 1
Lowest unoccupied orbital energy, hartree: 0.0552
Charge: -1
Highest occupied orbital energy, eV: -3.60

The geometry in XYZ format:
```
21
C4H13N2O2 (the ωB97M-V functional and the def2-TZVPD basis)
C 2.20329 -0.03390 -0.87119
N 3.03167 -0.69679 0.26317
C 0.66368 -0.32856 -0.40361
C -0.17691 0.28140 -1.58611
N 0.54192 0.11200 0.94979
C -0.75164 0.37174 1.37084
O -1.68259 -0.75294 1.25698
H 2.38229 1.06881 -0.99645
H 2.50559 -0.63858 -1.80683
H 2.43539 -0.49285 1.04487
H 3.89579 -0.21588 0.45116
H 0.40144 -1.43169 -0.45944
H -0.57924 -0.43245 -2.35779
H -1.02952 0.83008 -1.18193
H 0.66662 0.97423 -2.10443
H 0.95213 1.67077 -2.55228
H -1.32691 1.09462 0.74469
H -0.66205 0.91354 2.38975
H -4.18654 0.31064 -0.67652
H -2.35810 -0.33298 0.52608
O -3.28523 0.63185 -0.32837
```

Computed Mulliken charges, given in elementary charges:
1 C -0.697
2 N -0.720
3 C 0.602
4 C -0.315
5 N -0.602
6 C -0.748
7 O -0.575
8 H 0.462
9 H 0.228
10 H 0.340
11 H 0.211
12 H 0.191
13 H 0.277
14 H 0.336
15 H -0.647
16 H 0.417
17 H 0.400
18 H 0.224
19 H 0.111
20 H 0.511
21 O -1.006